One molecule with the formula C3H5NO2 at a distorted geometry. Source: the OMol25 dataset; level of theory: wB97M-V/def2-TZVPD.

Atoms and positions in Å:
C1 0.160 1.248 -0.022
O1 1.333 -1.414 -0.400
H1 -1.004 2.735 -0.231
H2 1.591 -2.310 -0.664
O2 -0.213 2.540 0.294
N1 -0.635 0.576 -0.847
C2 0.083 -1.424 0.098
H3 1.226 1.138 0.215
H4 -1.586 -0.373 0.887
C3 -0.649 -0.303 0.344
H5 -0.305 -2.414 0.326

Results
Net charge ... 0
Gap between HOMO and LUMO (alpha / beta) ... 8.060 / 8.058 eV
Relative energy (zero: lowest compared OMol25 entry of this formula, charge and spin) ... 112.34 kcal/mol
LUMO energy (alpha / beta) ... 0.280 / 0.279 eV
HOMO level (alpha / beta) ... -7.78 / -7.78 eV

These are the natural (NBO) partial charges, in e, on atoms 1 to 8: number 1, C, carries 0.41; number 2, O, carries -0.64; number 3, H, carries 0.49; number 4, H, carries 0.49; number 5, O, carries -0.69; number 6, N, carries -0.63; number 7, C, carries 0.28; number 8, H, carries 0.17

One molecule with the formula C3H5NO2 at a distorted geometry. Source: the OMol25 dataset; level of theory: wB97M-V/def2-TZVPD.

Atoms and positions in Å:
O1 -0.648 -1.742 -0.519
H1 -2.140 0.672 0.682
H2 -2.730 -0.251 -0.736
C1 -0.703 -0.584 -0.240
O2 0.388 0.167 0.203
C2 1.446 -0.591 0.545
C3 -1.896 0.311 -0.321
N1 2.536 0.176 0.722
H3 2.965 -0.531 0.084
H4 -1.669 1.182 -0.943
H5 2.452 1.190 0.523

Results
Net charge ... 0
Gap between HOMO and LUMO ... 9.910 eV
Relative energy (zero: lowest compared OMol25 entry of this formula, charge and spin) ... 68.85 kcal/mol
LUMO energy ... 0.843 eV
HOMO level ... -9.07 eV

These are the natural (NBO) partial charges, in e, on atoms 1 to 8: number 1, O, carries -0.51; number 2, H, carries 0.24; number 3, H, carries 0.24; number 4, C, carries 0.80; number 5, O, carries -0.57; number 6, C, carries 0.31; number 7, C, carries -0.72; number 8, N, carries -0.84

A 3-piece molecular cluster, C3H5NO2 overall at a distorted geometry. Source: the OMol25 dataset; level of theory: wB97M-V/def2-TZVPD.

Atoms and positions in Å:
H1 -0.450 1.917 0.836
O1 -0.341 0.412 2.184
O2 0.750 -0.374 -2.158
H2 0.014 1.417 -1.564
C1 0.157 1.219 1.446
C2 0.835 0.672 -1.576
C3 -1.222 -1.427 -0.062
H3 1.256 1.313 1.337
H4 -1.421 -3.537 0.396
H5 1.749 0.958 -1.015
N1 -1.327 -2.570 0.176

Results
Net charge ... 0
Gap between HOMO and LUMO ... 10.434 eV
Relative energy (zero: lowest compared OMol25 entry of this formula, charge and spin) ... 91.35 kcal/mol
LUMO energy ... 0.419 eV
HOMO level ... -10.02 eV

These are the natural (NBO) partial charges, in e, on atoms 1 to 8: number 1, H, carries 0.11; number 2, O, carries -0.48; number 3, O, carries -0.48; number 4, H, carries 0.11; number 5, C, carries 0.27; number 6, C, carries 0.28; number 7, C, carries 0.29; number 8, H, carries 0.10

One molecule with the formula C3H5NO2. Source: the OMol25 dataset; level of theory: wB97M-V/def2-TZVPD.

Atoms and positions in Å:
O1 0.437 0.121 -2.045
C1 -0.160 0.535 0.466
C2 -0.905 -0.669 0.927
H1 0.050 2.274 -0.192
H2 -0.870 -1.358 0.072
H3 -0.400 -1.164 1.758
H4 2.049 -0.914 -1.354
N1 -0.628 1.680 0.284
H5 -1.936 -0.423 1.183
O2 1.152 0.146 0.100
C3 1.211 -0.228 -1.200

Results
Net charge ... 0
SMILES ... [H]/N=C(/C)OC=O
Gap between HOMO and LUMO ... 11.665 eV
Relative energy (zero: lowest compared OMol25 entry of this formula, charge and spin) ... 23.49 kcal/mol
LUMO energy ... 0.872 eV
HOMO level ... -10.79 eV

These are the natural (NBO) partial charges, in e, on atoms 1 to 8: number 1, O, carries -0.55; number 2, C, carries 0.56; number 3, C, carries -0.69; number 4, H, carries 0.36; number 5, H, carries 0.23; number 6, H, carries 0.23; number 7, H, carries 0.13; number 8, N, carries -0.61